Entry from the Open Molecules 2025 dataset: one molecule with the formula C15H15F6N3O4S2 (wB97M-V/def2-TZVPD).

Each atom is followed by the atoms it is bonded to, with distances in Å.
Atoms and positions in Å:
1 C -1.375 -4.264 1.867  C2 1.621, H31 1.158, H32 1.150, H33 1.156
2 C -0.826 -4.046 0.358  C1 1.621, C3 1.633, H34 1.161, H35 1.147
3 C -1.666 -2.905 -0.454  C2 1.633, F4 1.465, C5 1.595, H36 1.159
4 F -2.749 -2.344 0.359  C3 1.465
5 C -0.745 -1.794 -1.134  C3 1.595, C6 1.573, C30 1.596
6 C 0.049 -0.691 -0.343  C5 1.573, C7 1.623, C13 1.599
7 C -0.050 -0.712 1.276  C6 1.623, C8 1.610, H37 1.160, H38 1.159
8 C -1.407 -0.053 1.838  C7 1.610, C9 1.635, H39 1.159, H40 1.142
9 C -1.165 0.897 3.148  C8 1.635, C10 1.614, H41 1.145, H42 1.161
10 C -1.341 2.464 2.805  C9 1.614, O11 1.252, O12 1.447
11 O -2.091 2.931 1.918  C10 1.252
12 O -0.542 3.379 3.590  C10 1.447, H43 0.994
13 C 0.948 0.396 -1.098  C6 1.599, S14 1.846, C24 1.572
14 S 1.874 1.710 -0.190  C13 1.846, O15 1.526, O16 1.523, C17 1.873
15 O 1.220 2.118 1.127  S14 1.526
16 O 3.238 1.126 0.152  S14 1.523
17 C 2.096 3.301 -1.153  S14 1.873, F18 1.424, F19 1.444, C20 1.631
18 F 1.015 3.615 -2.025  C17 1.424
19 F 3.357 3.165 -1.845  C17 1.444
20 C 2.290 4.608 -0.197  C17 1.631, F21 1.408, F22 1.413, F23 1.441
21 F 3.243 4.418 0.823  C20 1.408
22 F 1.013 5.008 0.256  C20 1.413
23 F 2.740 5.651 -1.084  C20 1.441
24 C 1.018 0.307 -2.665  C13 1.572, N25 1.502, C26 1.588
25 N 1.860 1.239 -3.488  C24 1.502, H44 1.040, H45 1.041
26 C 0.205 -0.775 -3.496  C24 1.588, N27 1.467, C30 1.574
27 N 0.165 -0.933 -4.954  C26 1.467, S28 1.701
28 S -0.919 -2.227 -5.156  N27 1.701, N29 1.703
29 N -1.392 -2.754 -3.607  S28 1.703, C30 1.463
30 C -0.682 -1.823 -2.728  C5 1.596, C26 1.574, N29 1.463
31 H -1.060 -3.411 2.585  C1 1.158
32 H -1.013 -5.248 2.339  C1 1.150
33 H -2.529 -4.292 1.914  C1 1.156
34 H 0.262 -3.657 0.476  C2 1.161
35 H -0.753 -5.034 -0.221  C2 1.147
36 H -2.211 -3.486 -1.295  C3 1.159
37 H -0.064 -1.821 1.616  C7 1.160
38 H 0.904 -0.274 1.768  C7 1.159
39 H -2.075 -0.915 2.231  C8 1.159
40 H -1.972 0.553 1.052  C8 1.142
41 H -0.193 0.650 3.699  C9 1.145
42 H -2.020 0.652 3.893  C9 1.161
43 H -0.056 2.818 4.251  O12 0.994
44 H 1.153 1.829 -3.973  N25 1.040
45 H 2.247 0.625 -4.235  N25 1.041

- LUMO: -0.0799 Ha
- Total charge: 0
- SMILES: CC[C@@H](F)c1c(CCCC(=O)O)c(S(=O)(=O)C(F)(F)C(F)(F)F)c(N)c2nsnc12
- F_max: 7.15 eV Å⁻¹
- HOMO-LUMO gap: 7.11 eV
- Energy: -66424.4368 eV
- Molecular weight: 479.4 g/mol

Charges computed using Löwdin, reported in e: number 1, C, carries -0.123; number 2, C, carries -0.172; number 3, C, carries -0.224; number 4, F, carries -0.080; number 5, C, carries -0.005; number 6, C, carries -0.033; number 7, C, carries -0.142; number 8, C, carries -0.158; number 9, C, carries -0.094; number 10, C, carries -0.401; number 11, O, carries 0.051; number 12, O, carries 0.025; number 13, C, carries -0.103; number 14, S, carries 0.861; number 15, O, carries -0.326; number 16, O, carries -0.318; number 17, C, carries -0.316; number 18, F, carries 0.057; number 19, F, carries 0.027; number 20, C, carries -0.328; number 21, F, carries 0.119; number 22, F, carries 0.106; number 23, F, carries 0.078; number 24, C, carries -0.125; number 25, N, carries 0.045; number 26, C, carries -0.216; number 27, N, carries -0.260; number 28, S, carries 0.945; number 29, N, carries -0.255; number 30, C, carries -0.208; number 31, H, carries 0.068; number 32, H, carries 0.078; number 33, H, carries 0.082; number 34, H, carries 0.108; number 35, H, carries 0.115; number 36, H, carries 0.139; number 37, H, carries 0.089; number 38, H, carries 0.117; number 39, H, carries 0.107; number 40, H, carries 0.125; number 41, H, carries 0.119; number 42, H, carries 0.131; number 43, H, carries 0.106; number 44, H, carries 0.099; number 45, H, carries 0.091